1.
31
Properties=species:S:1:pos:R:3:forces:R:3:mulliken_charge:R:1 method="wB97M-V/def2-TZVPD" e_homo_ev=-8.9 smiles=C[Si](C)(C)C1([Si](C)(C)C)CO1 lumo_ev=0.77 relative_energy_kj_mol=163.4 gap_ev=9.715
C -0.51102 -1.94575 1.46719 -1.92 1.75 -0.42 -1.16
Si -0.20300 -1.65866 -0.36640 0.24 0.72 0.64 0.25
C -1.65082 -1.44144 -1.53645 -0.66 0.74 2.26 -1.09
C 0.63822 -3.13202 -1.08277 1.52 0.06 0.32 -1.13
C 0.89134 -0.04637 -0.23660 -0.02 -0.83 -2.10 0.86
Si -0.04230 1.43835 0.55768 1.91 1.36 1.22 0.39
C -1.55091 1.36001 1.63483 1.80 -0.07 0.45 -1.23
C 1.32130 2.38721 1.55870 -0.32 -2.50 -0.57 -1.20
C -0.46138 2.57195 -0.77973 0.28 0.18 -2.70 -1.27
C 1.86251 0.27544 -1.40373 0.80 -1.85 1.43 -0.75
O 2.31969 -0.34146 -0.13939 -0.94 0.77 -0.21 -0.52
H -1.44099 -1.46946 1.87690 0.51 -0.35 -0.62 0.28
H -0.57876 -2.95188 1.74614 0.25 -1.57 0.48 0.50
H 0.24701 -1.40810 1.98727 1.01 0.01 0.59 0.35
H -2.59956 -1.24837 -0.95532 0.86 0.19 -0.97 0.30
H -1.70331 -2.43560 -1.92160 -0.33 -0.39 -0.96 0.43
H -1.34210 -0.65099 -2.21583 -0.56 -0.17 -0.43 0.29
H 0.57797 -3.05663 -2.17168 0.31 -0.10 0.03 0.30
H 1.71233 -3.04168 -0.72957 -1.03 -0.64 -0.58 0.27
H 0.16992 -4.08707 -0.78483 0.34 0.44 0.04 0.37
H -1.15433 1.30874 2.65320 -0.61 -1.02 0.09 0.30
H -1.90961 2.36062 1.61291 -0.61 0.90 -0.47 0.47
H -2.25129 0.66660 1.25361 -1.06 -0.79 0.39 0.33
H 1.31546 3.47876 1.61836 -0.03 -0.43 0.22 0.35
H 2.15313 1.96443 0.96570 0.32 0.83 0.23 0.33
H 1.40445 1.78425 2.49287 0.06 1.08 -0.09 0.31
H -0.33641 2.13432 -1.79386 0.31 0.17 0.46 0.33
H -1.45043 2.94512 -0.85506 -1.20 0.34 0.48 0.44
H 0.18157 3.44440 -0.72588 0.23 0.13 -0.10 0.38
H 2.33995 1.27430 -1.46361 -0.74 -0.57 -0.40 0.30
H 2.05137 -0.47903 -2.26307 -0.70 1.62 1.27 0.21

2.
17
Properties=species:S:1:pos:R:3:forces:R:3:mulliken_charge:R:1 method="wB97M-V/def2-TZVPD" e_homo_ev=-9.6 lumo_ev=0.96 relative_energy_kj_mol=387.1 gap_ev=10.601
C 1.84461 1.68216 -0.34772 0.31 0.19 -0.29 -0.65
O 1.17536 1.31019 0.82989 0.02 0.24 0.29 -0.54
C -0.20364 -0.74295 -0.27610 0.14 0.00 -0.11 -0.56
C -0.24242 -1.58452 0.98562 0.17 0.04 0.17 -0.18
O -1.64544 -1.88457 0.76208 -0.21 -0.20 0.08 -0.43
C -1.60282 -1.18697 -0.47655 -0.31 -0.14 -0.32 -0.01
C -1.37101 0.26164 -0.23175 -0.12 0.03 -0.03 -0.77
H 2.59797 0.93995 -0.64327 -0.05 0.01 0.09 0.26
H 1.16803 1.81795 -1.20308 0.03 0.03 0.18 0.27
H 2.35669 2.62645 -0.16189 0.05 0.04 -0.14 0.27
H 0.63465 -0.68430 -0.96237 -0.29 0.11 0.06 0.47
H -0.04279 -1.07957 1.93867 -0.15 -0.06 -0.16 0.19
H 0.35137 -2.50412 0.92757 -0.08 0.18 -0.08 0.25
H -2.10078 -1.59017 -1.34629 -0.10 -0.10 0.10 0.38
H -1.46374 0.94229 -1.07647 0.10 -0.28 0.04 0.35
H -1.75185 0.66595 0.70887 0.26 -0.14 -0.10 0.35
H 0.29582 1.01059 0.57277 0.24 0.05 0.22 0.34

3.
20
Properties=species:S:1:pos:R:3:forces:R:3:mulliken_charge:R:1 method="wB97M-V/def2-TZVPD" total_charge=+1 e_homo_ev="-12.7 / -12.7" lumo_ev="-5.35 / -5.35" relative_energy_kj_mol=540.8 gap_ev="7.317 / 7.318"
C -0.59668 0.24500 2.16009 -1.10 1.48 1.31 -0.71
C -0.01225 -0.92355 2.45226 0.05 -1.78 0.69 -0.35
C -0.85113 0.69501 0.87739 0.07 -0.19 0.33 0.09
C 0.23222 -1.81913 1.35298 -0.50 2.87 -0.27 0.58
C 0.13247 -1.32538 0.01649 0.46 -0.55 -0.07 -0.44
C 0.69020 -3.06127 1.72591 0.06 -0.12 -0.56 0.36
C -0.26205 2.01178 -1.47640 2.03 1.32 1.98 -0.93
C 0.65534 -0.04304 -2.33882 -1.37 -0.10 -2.91 -1.19
N -0.26121 0.01607 -0.13028 0.06 -2.21 2.32 0.46
N -0.12588 0.54402 -1.31241 -0.26 3.37 -2.96 -0.29
O 1.08099 -4.02790 2.13888 -0.03 -0.13 -0.04 -0.11
H -0.96455 0.86685 2.99203 0.24 -0.31 -0.55 0.34
H 0.08375 -1.22066 3.49987 0.31 0.06 -0.38 0.39
H -1.50262 1.56495 0.76730 0.41 -0.44 -0.53 0.53
H -1.17906 2.30035 -1.98716 -0.01 -0.07 0.11 0.26
H -0.22584 2.52099 -0.38726 -0.05 -0.94 -2.62 0.36
H 0.67155 2.41706 -2.06284 -1.91 -0.87 1.10 0.36
H 1.67468 -0.15832 -2.20811 2.12 0.04 0.81 0.50
H 0.27258 -0.94041 -2.68272 -0.71 -2.72 0.56 0.42
H 0.48748 0.33759 -3.39719 0.13 1.28 1.67 0.38

4.
194
Properties=species:S:1:pos:R:3:forces:R:3:mulliken_charge:R:1 method="wB97M-V/def2-TZVPD" e_homo_ev=-8.5 smiles=COCCNCCOC.COCCNCCOC.COCCNCCOC.COCCNCCOC.COCCNCCOC.CC(C)O.CC(C)O.OCCO.OCCO.OCCO.OCCO.OCCO lumo_ev=0.23 relative_energy_kj_mol=591.7 gap_ev=8.769
C -0.29388 -3.54389 -12.55728 -0.15 0.26 0.08 -0.71
O 0.73292 -4.47068 -12.70705 0.95 -1.23 -0.17 -0.34
C 0.80268 -5.42422 -11.63476 0.77 -0.30 -0.50 -0.30
C 1.87358 -6.58803 -11.87722 -1.05 1.11 -0.70 -0.76
N 1.96705 -7.61032 -10.83655 0.15 0.56 0.10 -0.39
C 2.83375 -7.16386 -9.76547 -0.72 -0.83 0.71 -0.49
C 2.66125 -8.10745 -8.54266 -0.52 0.71 0.09 -0.57
O 1.26454 -8.18602 -8.13429 0.86 -0.09 0.78 -0.33
C 1.05385 -8.99278 -6.93345 -0.89 -0.18 -1.39 -0.78
H -0.18752 -2.94978 -11.64964 0.06 0.05 0.32 0.30
H -1.26397 -4.03986 -12.52523 -0.26 0.01 -0.08 0.31
H -0.24652 -2.84742 -13.39441 -0.07 -0.18 -0.08 0.24
H -0.18598 -5.86167 -11.49597 -0.15 -0.10 0.23 0.32
H 1.11026 -4.84085 -10.76690 -0.18 -0.26 0.51 0.28
H 2.82234 -6.07152 -12.02276 0.27 -0.16 0.33 0.31
H 1.71127 -7.07571 -12.83844 -0.47 0.08 -0.04 0.35
H 1.10936 -7.74545 -10.32059 -0.78 -0.16 -0.69 0.31
H 2.51115 -6.17760 -9.43180 0.34 0.40 0.20 0.26
H 3.85111 -7.12713 -10.15496 0.19 -0.06 0.49 0.39
H 3.17961 -7.59947 -7.72942 0.45 -0.47 0.21 0.39
H 3.00819 -9.12235 -8.73688 0.31 0.04 -0.01 0.37
H 0.05440 -8.75115 -6.57176 0.15 0.41 0.09 0.26
H 1.76434 -8.95284 -6.10781 0.37 0.63 -0.33 0.30
H 0.95294 -10.03773 -7.22671 0.36 -0.23 -0.14 0.31
C 0.92099 9.18809 4.05649 0.81 -0.16 -0.86 -0.75
O 1.89810 8.95946 3.01045 -1.01 0.03 -0.07 -0.30
C 2.29186 7.62401 2.76071 1.31 -0.57 0.38 -0.64
C 3.19175 7.53875 1.50474 -1.21 0.80 0.47 -0.50
N 2.40102 8.14699 0.43239 0.52 -0.07 -0.99 -0.30
C 3.19880 8.30850 -0.79365 -0.32 -0.48 0.88 -0.79
C 3.76772 6.99466 -1.28310 1.20 -0.05 0.09 -0.59
O 4.88757 6.48918 -0.48813 -0.24 0.01 -0.58 -0.28
C 5.63458 5.46847 -1.17918 -0.30 1.74 -0.73 -0.77
H 0.10746 8.46659 4.13209 0.12 -0.45 -0.45 0.32
H 0.46018 10.13779 3.78481 0.20 0.11 0.43 0.25
H 1.42475 9.19055 5.02309 -0.02 0.32 0.10 0.27
H 1.46656 6.91871 2.66304 -0.42 0.24 -0.14 0.34
H 2.88938 7.29470 3.61079 0.10 -0.28 0.28 0.41
H 3.49234 6.52936 1.22388 -0.57 -0.13 0.35 0.34
H 4.15469 8.02762 1.65263 0.12 0.47 0.25 0.30
H 2.16685 9.09392 0.69429 -0.29 -0.02 0.51 0.23
H 3.96295 9.06635 -0.62091 0.59 -0.11 -0.18 0.37
H 2.56625 8.69891 -1.59087 -0.18 -0.09 -0.03 0.39
H 4.10824 7.22650 -2.29226 0.25 -0.43 -0.28 0.50
H 2.99895 6.22265 -1.31615 -0.19 -0.01 -0.07 0.34
H 6.18340 5.93680 -1.99622 0.09 0.31 -0.34 0.32
H 4.94748 4.79951 -1.69734 0.15 -0.74 0.58 0.33
H 6.44421 5.08253 -0.55978 -0.76 -0.47 0.41 0.20
C 1.75603 -3.66270 -2.17072 -0.92 0.24 -0.51 -0.77
O 2.03413 -2.26029 -2.32760 -0.20 -1.08 0.27 -0.30
C 0.96522 -1.55776 -2.96401 0.74 1.74 0.86 -0.55
C 1.02946 -0.08577 -2.37640 -0.67 -1.40 -0.86 -0.72
N 0.48589 -0.07334 -1.02561 0.93 0.96 0.38 -0.16
C 0.50502 1.27906 -0.41524 -1.33 -0.49 -0.34 -0.76
C -0.06759 1.26379 0.96016 -0.02 -0.12 0.47 -0.54
O 0.83551 0.72315 1.91177 -0.11 -0.06 0.78 -0.24
C 0.27931 0.88759 3.21056 1.05 0.51 0.70 -0.85
H 1.42513 -4.06575 -3.12787 0.08 -0.16 -0.21 0.32
H 0.92203 -3.81943 -1.48664 -0.16 0.18 0.20 0.30
H 2.55925 -4.30555 -1.81060 0.53 0.80 -0.05 0.27
H -0.02839 -1.96965 -2.78744 0.01 -0.22 0.51 0.28
H 1.07411 -1.54148 -4.04845 0.38 0.00 -0.18 0.42
H 0.41728 0.53364 -3.03188 -0.07 0.22 0.06 0.45
H 2.05205 0.29128 -2.39127 0.24 -0.10 -0.30 0.33
H 1.14088 -0.62311 -0.48819 -0.03 -0.42 0.33 0.19
H -0.20262 1.88070 -0.98566 -0.04 0.10 -0.25 0.37
H 1.39187 1.90620 -0.32419 0.87 -0.56 -0.56 0.31
H -0.98436 0.67701 1.01790 -0.33 0.16 -0.19 0.34
H -0.24376 2.31245 1.19970 -0.35 0.16 0.33 0.37
H 0.13742 1.94298 3.44324 -0.97 0.33 -0.54 0.36
H 0.99438 0.72636 4.01727 0.62 -0.94 -0.45 0.28
H -0.58029 0.25974 3.44502 -0.27 0.14 -0.42 0.29
C -11.92486 -2.31019 9.22560 0.19 0.39 1.13 -0.77
O -10.91502 -1.29774 9.20712 -0.08 -0.73 0.00 -0.28
C -10.07769 -1.29201 10.37718 0.05 0.31 -0.44 -0.85
C -8.82482 -0.51653 9.96569 -0.91 -0.16 0.00 -0.35
N -7.99689 -1.27119 9.02783 -0.44 0.56 0.11 -0.44
C -6.89654 -0.46387 8.57057 0.62 0.48 -0.49 -0.81
C -7.26717 0.74452 7.68395 0.71 -0.88 0.55 -0.51
O -7.85239 0.19010 6.54195 -1.29 0.23 -0.66 -0.31
C -8.04435 1.13001 5.48452 0.80 -0.27 0.38 -0.77
H -12.60928 -2.08341 10.04307 -0.32 0.01 0.13 0.30
H -11.50264 -3.28508 9.46933 0.19 -0.17 -0.27 0.32
H -12.52469 -2.36980 8.31744 0.52 0.34 -0.19 0.24
H -9.86990 -2.28846 10.76706 0.28 -0.40 -0.54 0.40
H -10.56893 -0.81797 11.22691 -0.31 0.51 -0.06 0.43
H -8.27099 -0.15113 10.83049 0.30 -0.47 0.13 0.42
H -9.20564 0.39158 9.49833 -0.20 0.26 -0.06 0.19
H -8.50948 -1.30205 8.15812 -0.90 -0.81 -0.01 0.32
H -6.35534 -1.08939 7.86069 0.66 -0.11 0.44 0.34
H -6.31768 -0.14187 9.43622 0.42 -0.03 -0.20 0.44
H -6.33224 1.20152 7.35968 0.17 0.56 0.35 0.47
H -7.91225 1.42623 8.23822 -0.12 0.41 -0.35 0.36
H -8.45481 2.08406 5.81533 -0.47 -0.11 0.20 0.31
H -8.64402 0.67092 4.69857 -0.01 0.05 0.22 0.25
H -7.05459 1.37732 5.10071 0.15 0.03 -0.39 0.30
C 6.62250 -1.80233 0.60716 0.09 1.03 0.05 -0.75
O 6.84787 -0.58487 1.36049 0.55 -1.51 -0.24 -0.31
C 5.98865 0.48455 1.08056 0.26 0.78 1.75 -0.55
C 6.23997 1.63007 2.21397 -1.57 -1.85 -1.80 -0.46
N 5.72572 1.19349 3.53217 1.53 0.76 -0.52 -0.36
C 5.99066 2.21982 4.56459 -1.00 -0.55 -0.13 -0.66
C 7.30234 2.94875 4.45119 0.10 0.25 -0.36 -0.74
O 7.22241 4.04043 3.51896 -0.79 -0.05 -0.29 -0.21
C 8.43026 4.68300 3.17897 0.59 -0.50 0.70 -0.84
H 5.64616 -2.26112 0.76324 -0.23 0.16 0.49 0.29
H 7.39744 -2.52540 0.86161 -0.01 0.25 0.18 0.25
H 6.66685 -1.62005 -0.46658 0.21 0.22 -0.21 0.30
H 4.97068 0.09772 1.12740 -0.45 0.34 0.03 0.27
H 6.17599 0.86723 0.07728 0.01 0.32 -0.14 0.39
H 5.71778 2.53014 1.88947 -0.04 0.21 -0.28 0.39
H 7.30352 1.86653 2.18175 -0.09 -0.30 0.42 0.26
H 4.72678 1.04768 3.50124 -0.04 -0.06 -0.33 0.23
H 5.92228 1.66981 5.50316 0.42 0.21 0.30 0.42
H 5.18771 2.95482 4.62079 -0.13 0.37 -0.18 0.31
H 8.03531 2.21757 4.11025 0.49 0.10 0.21 0.39
H 7.52095 3.31771 5.45328 0.46 0.15 0.03 0.49
H 9.16321 3.96818 2.80488 0.22 -0.28 0.12 0.33
H 8.83035 5.17648 4.06469 0.30 0.07 0.12 0.34
H 8.37379 5.43968 2.39645 -0.94 -0.09 0.04 0.22
C -3.95224 6.80986 -0.29554 -0.34 -0.70 -1.45 -1.23
C -3.54229 8.18808 -0.85027 0.86 0.13 1.95 0.51
C -3.63559 9.21173 0.29690 -0.20 0.32 -0.13 -1.32
O -2.19966 8.14636 -1.40972 -1.20 0.00 -0.38 -0.50
H -4.06815 6.16497 -1.16662 0.20 -0.27 -0.14 0.31
H -4.94387 6.74566 0.15238 0.02 0.58 0.26 0.37
H -3.24956 6.27855 0.34637 0.26 0.58 0.15 0.31
H -4.22376 8.49867 -1.64224 0.21 -0.19 -0.17 0.24
H -2.91555 9.00317 1.08819 0.22 -0.10 -0.07 0.32
H -4.60993 9.19462 0.78522 -0.16 -0.32 -0.11 0.37
H -3.52554 10.25129 -0.01177 0.35 -0.05 -0.26 0.34
H -1.52682 8.25526 -0.73367 -0.17 -0.02 0.33 0.28
C 4.18472 0.18168 -9.55337 0.98 0.21 0.83 -1.09
C 5.66003 0.13629 -9.96519 -0.13 -0.54 -1.56 0.30
C 6.31187 -1.22219 -10.23654 -1.14 0.30 1.75 -1.17
O 5.78302 0.82156 -11.19412 0.24 1.52 -0.52 -0.57
H 3.52347 -0.10777 -10.37010 0.01 -0.27 0.20 0.28
H 3.96861 1.21096 -9.26706 -0.14 0.10 -0.28 0.30
H 4.05258 -0.37733 -8.62700 -0.37 -0.42 -0.18 0.33
H 6.28684 0.65876 -9.24253 -0.11 0.19 0.00 0.30
H 7.32186 -1.05141 -10.60916 -0.14 -0.32 0.11 0.32
H 5.69390 -1.84994 -10.87853 0.14 0.09 -0.30 0.34
H 6.25940 -1.66086 -9.24009 0.73 -0.78 -0.05 0.32
H 5.36460 0.29721 -11.88085 -0.06 -0.08 0.00 0.35
O -4.29507 4.77668 -7.32417 -0.43 0.21 -0.06 -0.51
C -3.36477 5.58270 -6.62344 0.29 -0.38 0.08 -0.25
C -2.34414 4.58312 -6.09619 1.64 0.78 -0.33 -0.40
O -1.29107 5.19665 -5.28333 -1.03 -0.76 -0.52 -0.49
H -5.10759 5.27967 -7.41592 -0.09 -0.09 -0.15 0.29
H -2.93559 6.34109 -7.27822 0.37 -0.12 -0.16 0.25
H -3.82886 6.15239 -5.81835 -0.19 -0.19 0.39 0.28
H -1.75950 4.16306 -6.91464 -0.12 0.26 -0.36 0.26
H -2.84088 3.68519 -5.72868 -0.16 0.34 1.01 0.27
H -1.66142 5.78586 -4.62207 -0.28 -0.05 0.13 0.30
O -4.16225 -1.23431 -1.88136 0.19 -0.24 -0.28 -0.50
C -4.61644 -2.45426 -2.46057 -0.38 -0.48 1.36 -0.40
C -4.78517 -3.59333 -1.37758 -0.48 0.67 -1.60 -0.36
O -3.55913 -4.18619 -1.02338 0.51 0.28 0.38 -0.48
H -3.21725 -1.28617 -1.72043 0.15 -0.08 0.06 0.27
H -5.56863 -2.18010 -2.91475 -0.23 -0.33 0.20 0.32
H -4.00243 -2.83666 -3.27597 0.41 0.10 0.07 0.28
H -5.37739 -4.38562 -1.83548 -0.36 0.02 -0.06 0.25
H -5.31296 -3.21323 -0.50290 -0.04 0.16 -0.07 0.31
H -3.46973 -4.09001 -0.07240 0.29 -0.08 -0.01 0.30
O 0.04966 -10.46218 0.83285 -0.33 0.57 -0.67 -0.54
C -1.22822 -9.84164 0.59228 0.59 -0.43 0.38 -0.44
C -2.18150 -10.42566 1.61530 -0.38 -0.65 -0.27 -0.29
O -2.48625 -11.80396 1.22369 0.10 0.98 -0.09 -0.53
H -0.08726 -11.40197 0.69268 0.03 -0.21 0.00 0.33
H -1.08526 -8.76114 0.60514 0.02 0.00 0.85 0.32
H -1.59210 -9.96820 -0.42738 -0.08 -0.70 -0.13 0.25
H -3.10686 -9.85651 1.70406 -0.07 0.11 -0.04 0.34
H -1.69758 -10.53167 2.58623 0.15 0.66 0.04 0.28
H -3.05850 -12.12461 1.92464 -0.03 -0.30 -0.07 0.29
O -3.01237 -4.89761 3.92419 0.62 -0.16 -0.65 -0.50
C -2.31105 -4.35685 5.02029 -0.05 0.76 1.51 -0.32
C -0.79872 -4.45262 4.92628 0.27 -1.05 -1.47 -0.33
O -0.11742 -3.75179 5.93710 -0.75 0.42 0.66 -0.50
H -3.93348 -4.99956 4.17472 0.06 0.03 0.07 0.31
H -2.53604 -3.29845 5.15172 -0.26 0.19 0.05 0.26
H -2.61206 -4.88837 5.92305 -0.06 0.11 0.28 0.25
H -0.49957 -4.08719 3.94389 0.03 0.09 -0.23 0.28
H -0.55658 -5.51501 4.95431 0.23 -0.21 0.00 0.25
H 0.83357 -3.79056 5.81172 -0.11 -0.18 -0.25 0.30
O 1.60477 -2.08317 11.83451 0.36 0.88 -0.61 -0.52
C 1.06690 -0.75268 12.00725 -0.75 -0.76 0.89 -0.31
C 0.74744 -0.03044 10.73150 0.45 -1.83 -0.55 -0.47
O -0.31836 -0.61992 9.99745 -0.43 0.35 0.26 -0.52
H 1.63991 -2.45499 12.71889 0.06 -0.17 -0.07 0.31
H 0.15885 -0.96294 12.57235 -0.30 0.84 0.20 0.29
H 1.73269 -0.08637 12.55576 0.27 -0.20 0.32 0.30
H 1.61271 -0.24349 10.10378 0.60 1.11 -0.01 0.28
H 0.55209 1.01569 10.96718 0.00 -0.06 -0.40 0.33
H 0.07525 -1.37525 9.55456 -0.27 -0.16 -0.06 0.31

no.,F_max (eV/Å),E_tot (Eh)
1,2.719,-970.984977
2,0.469,-346.877982
3,4.496,-494.543535
4,3.020,-3753.772778